A 8-piece molecular cluster, C48H117O29P5 overall, computed with wB97M-V/def2-TZVPD.

Structure (XYZ):
```
199
C48H117O29P5 | the OMol25 dataset | wB97M-V/def2-TZVPD
P 15.2679 0.4503 3.8527
P 22.0310 2.3131 3.9642
P 26.2854 0.2276 8.8861
P 20.7853 12.8129 3.3376
P 26.3489 -0.7119 -1.9106
O 14.3304 0.2024 2.5564
O 21.0836 3.5594 4.2911
O 20.9812 -1.1290 -3.8054
O 21.8037 1.0994 4.7930
O 14.4323 0.3401 5.0500
O 27.7941 -0.5824 -1.7522
O 26.0849 -1.0916 9.7580
O 17.2585 4.1436 0.7233
O 19.1549 -2.3188 -6.3745
O 21.0011 13.1997 4.9378
O 22.0543 12.3333 2.6806
O 16.4481 -0.6863 3.7113
O 25.8104 -0.4374 -3.3807
O 27.4311 1.0473 9.3809
O 23.4544 -1.9966 3.0348
O 23.4993 2.8771 4.0944
O 19.5610 11.6378 3.4501
O 25.3321 0.2454 -0.9870
O 15.5345 7.5248 4.6880
O 19.9623 14.0326 2.6199
O 21.1735 -2.9286 7.7306
O 24.9247 0.9844 8.8375
O 19.0270 -0.0633 -0.9660
O 17.1612 6.9821 1.3609
O 23.3898 -3.5896 5.6258
O 26.0194 -2.2099 -1.6520
O 26.5201 -0.1046 7.3210
O 21.8802 2.0911 2.3614
O 16.1278 1.7831 3.5468
C 25.0936 -4.3409 -1.6823
C 27.8934 -0.8692 5.4169
C 19.8285 14.2433 1.1726
C 20.0805 -1.2391 -6.1978
C 25.0889 -0.0830 0.3718
C 17.7102 -0.2862 -0.4335
C 15.9511 3.0527 4.2164
C 27.8014 -0.3762 6.9035
C 17.0014 6.4821 0.0939
C 25.2630 -2.1888 9.2768
C 25.7681 2.5968 4.4843
C 24.9243 0.7615 -3.5885
C 21.3183 -0.1311 1.7144
C 21.1739 4.6733 3.4942
C 20.8097 10.1418 4.9714
C 19.6084 10.3709 4.0816
C 19.0405 -2.8632 -7.7442
C 19.6401 -1.0799 -1.6977
C 12.6796 -1.1340 1.0955
C 17.7137 -0.3376 4.3553
C 24.7687 -2.8388 -1.7770
C 13.0932 -0.6396 2.4802
C 20.0739 13.8580 7.0757
C 20.0638 14.1218 5.5747
C 23.0643 -2.2171 5.4724
C 19.9340 -0.6978 -4.7596
C 26.0135 -3.3697 8.5859
C 21.3217 5.8648 4.4283
C 20.8911 -0.5860 -2.5137
C 17.2806 3.8183 4.3204
C 22.1167 -3.9290 7.9228
C 23.3541 2.4492 9.8420
C 23.6585 -3.3718 2.7270
C 20.5838 15.5032 0.7327
C 20.6947 -2.1827 8.8670
C 18.8481 -1.3779 4.2556
C 16.4850 7.5294 3.5430
C 20.8393 1.3033 1.8423
C 23.8729 -1.5403 4.2931
C 16.4800 5.0452 -0.0356
C 22.5601 -4.4013 6.5249
C 24.3246 2.5575 5.1247
C 16.7891 2.8763 0.6470
C 16.2508 7.2939 5.9293
C 25.3514 1.6099 -4.8599
C 15.9326 7.1557 2.2180
C 24.0745 1.0691 9.9496
C 26.2008 -0.0389 1.2913
H 18.7492 14.3064 1.0339
H 20.5838 -0.7551 1.2052
H 26.5707 2.6460 5.2202
H 22.2976 -0.1128 1.2363
H 18.7974 -1.4303 -2.2937
H 24.4714 -1.7190 8.6931
H 16.4705 6.2263 5.9307
H 19.7988 -0.8520 4.1680
H 13.6206 -1.3308 0.5817
H 16.3998 7.0462 -0.6188
H 20.9346 0.5025 -2.4773
H 24.7428 2.4945 -5.0476
H 20.4129 5.9806 5.0189
H 17.3264 6.8843 3.7963
H 20.7062 10.5315 5.9841
H 25.9393 3.2237 3.6091
H 17.3456 2.1726 1.2660
H 21.7589 10.4363 4.5239
H 17.2399 7.7248 6.0844
H 21.6743 -0.9121 -1.8294
H 27.1588 0.0347 0.7767
H 13.1492 -1.4811 3.1706
H 23.8398 0.6570 -3.6209
H 18.7413 -2.0848 3.4327
H 19.8600 1.4014 2.3108
H 26.4555 -2.9730 7.6719
H 18.0917 0.5855 3.9159
H 19.6074 14.6759 7.6247
H 21.6163 -4.2652 5.9969
H 23.3561 3.0215 10.7697
H 24.4917 0.9270 10.9466
H 20.3932 15.1153 5.2705
H 19.8690 -1.9116 -1.0314
H 16.9544 -0.1150 -1.2000
H 19.8769 9.6872 3.2763
H 23.3345 0.2936 9.7519
H 17.4065 0.1987 0.4943
H 17.6310 -1.3414 -0.1721
H 19.0790 13.8846 5.1723
H 22.9084 -5.4266 6.4000
H 25.1208 1.0963 -5.7933
H 18.6424 10.0760 4.4913
H 26.7009 -3.9148 9.2328
H 20.3356 -2.7458 9.7285
H 23.9196 3.1407 9.2174
H 23.9191 -0.4527 4.3477
H 21.1129 13.8461 7.4053
H 24.7052 -5.0079 -2.4520
H 20.0045 -3.1732 -8.1476
H 24.3295 -2.6314 -2.7528
H 23.0021 -3.6841 8.5094
H 20.1260 0.3750 -4.7814
H 23.9507 -2.4040 -1.2027
H 20.2107 4.7258 2.9866
H 25.3962 -4.1720 8.1818
H 19.6589 -0.4826 -6.8597
H 24.7581 -4.8424 -0.7744
H 15.4788 6.1757 2.0705
H 15.6208 7.5201 6.7896
H 26.4243 1.7922 -4.9209
H 27.4301 -1.8551 5.4548
H 24.4513 0.6935 0.7944
H 24.1148 3.2863 5.9076
H 24.1534 1.5289 5.4422
H 21.0705 -1.6538 -6.3879
H 19.6778 12.8501 7.1998
H 22.7451 -3.8155 3.1232
H 19.7760 -1.5988 8.8118
H 16.7203 2.3521 -0.3062
H 27.4660 -0.2093 4.6620
H 22.3346 2.4283 9.4571
H 15.0477 3.6027 3.9529
H 28.9622 -0.9571 5.2221
H 18.4279 -2.2381 -8.3938
H 21.6554 15.4247 0.9160
H 12.2743 -0.1304 2.9884
H 15.5970 2.8288 5.2227
H 16.3532 4.7709 -1.0828
H 12.0544 -0.3792 0.6187
H 17.5440 -0.2176 5.4252
H 28.0939 -1.1697 7.5912
H 12.2556 -2.1358 1.1640
H 21.6582 -4.8288 8.3329
H 24.9279 -1.8124 4.3261
H 20.6472 1.8500 0.9190
H 26.1635 -4.4300 -1.8704
H 26.2138 -0.8321 2.0389
H 24.5446 -3.7872 3.2070
H 24.6431 -1.0769 0.4083
H 17.2471 4.2075 5.3380
H 20.3256 13.3832 0.7241
H 23.3271 -1.7018 6.3962
H 24.7088 -2.6177 10.1116
H 18.3642 -3.7132 -7.6539
H 17.3060 4.7331 3.7283
H 23.5820 -3.4716 1.6442
H 20.8212 9.0847 5.2371
H 26.2968 0.9469 1.7464
H 20.3493 16.3692 1.3517
H 18.9782 -1.9204 5.1920
H 15.3191 7.9857 1.8674
H 15.4362 4.9556 0.2654
H 21.4275 6.7600 3.8155
H 18.0518 6.4764 -0.1972
H 22.0636 5.7770 5.2220
H 16.7361 8.5900 3.5309
H 21.9969 4.6545 2.7797
H 15.7498 2.8846 0.9754
H 18.1954 3.2928 4.0465
H 21.5180 -1.6872 9.3816
H 18.8802 -0.8181 -4.5085
H 28.3296 0.5723 7.0008
H 26.0296 1.6047 4.1162
H 20.4707 15.9692 -0.2461
H 22.0252 -1.9488 5.2817
H 25.0941 1.4664 -2.7747
H 21.3705 -0.6209 2.6867
```

Properties
Maximum force: 4.12 eV/A
Multiplicity: 1
Net charge: 0
LUMO energy: 0.5059 eV
Energy above the lowest of the compared OMol25 structures with the same formula, charge and spin: 7.6613 eV
HOMO energy: -9.19 eV
SMILES string: CCOP(=O)(OCC)OCC.CCOP(=O)(OCC)OCC.CCOP(=O)(OCC)OCC.CCOP(=O)(OCC)OCC.CCOP(=O)(OCC)OCC.COCCOCCOC.COCCOCCOC.COCCOCCOC
DFT total energy: -5787.83623 Eh